# C6H9N

2 unconnected molecules or ions with the total composition C6H9N at a distorted geometry (the ωB97M-V functional and the def2-TZVPD basis, the OMol25 dataset).

Structure (XYZ):
```
16
Properties=species:S:1:pos:R:3:forces:R:3
C -1.389 -1.071 1.463 -0.103 -0.088 -0.024
C -0.657 -1.154 0.184 0.027 0.045 -0.196
C -0.424 -0.788 -1.031 -0.149 -0.297 0.262
C 0.367 1.924 -1.028 -0.140 0.194 0.062
C 0.787 -1.176 -0.221 0.300 -0.187 0.034
C 1.649 -0.257 0.535 0.599 0.477 0.444
N 2.303 0.361 1.267 -0.700 -0.594 -0.861
H -0.996 -0.184 1.987 -0.116 -0.268 -0.056
H -2.464 -0.939 1.308 0.192 -0.085 0.070
H -1.191 -1.947 2.090 -0.129 0.181 -0.111
H -0.436 1.304 -0.604 0.532 0.348 -0.199
H -0.737 -0.366 -1.973 0.049 -0.145 0.192
H -0.102 2.580 -1.764 0.207 0.164 0.130
H 0.820 2.470 -0.200 -0.025 0.195 -0.266
H 1.156 1.331 -1.517 -0.456 0.121 0.214
H 1.313 -2.089 -0.495 -0.087 -0.061 0.305
```
Forces are in eV/Å.

Calculated values
- Multiplicity: 1
- HOMO energy: -9.9 eV
- Energy relative to the best compared isomer or geometry (same formula, charge and spin): 316.29 kJ/mol
- Frontier orbital gap: 10.74 eV
- Electronic energy: -7854.8815 eV